Formula: C34H35F4N5
Source: the Open Molecules 2025 dataset
Level of theory: ωB97M-V/def2-TZVPD

The geometry in XYZ format:
```
78
Properties=species:S:1:pos:R:3:lowdin_charge:R:1
H 4.606 -1.595 -0.894 0.05
H 6.233 1.750 -2.581 0.12
C 5.242 1.454 -2.903 -0.02
F 5.845 -0.798 -2.940 0.06
C 3.002 2.068 -3.649 -0.08
F -4.882 2.146 -1.683 0.04
H 6.144 -2.258 -0.251 0.09
H -2.506 -4.294 2.394 0.11
C 4.289 2.433 -3.212 -0.08
C -3.133 4.068 -3.713 -0.06
C 0.890 -4.712 -0.616 -0.09
C -3.036 -3.684 1.671 0.00
H -1.706 1.843 1.514 0.09
H 2.072 -0.538 -0.819 0.07
H -3.700 3.656 -4.543 0.09
H 4.414 2.854 -0.235 0.09
H 1.509 1.149 -0.577 0.06
C -1.552 -3.010 5.240 -0.30
F -4.011 -5.600 0.761 0.07
H -6.466 2.409 0.345 0.12
H -0.144 -1.444 5.377 0.08
C 4.900 0.137 -3.034 -0.33
C -3.666 2.213 2.218 -0.08
C 2.413 3.524 0.188 -0.08
C 3.610 1.918 1.540 -0.09
C 1.419 2.618 2.169 -0.29
C -3.840 -4.280 0.720 -0.31
C 1.318 3.439 1.056 -0.02
N 0.310 -5.446 1.814 0.14
H 2.235 2.813 -3.824 0.10
H 4.504 3.480 -3.035 0.10
H -4.714 -1.663 -1.149 0.10
H 2.348 4.129 -0.710 0.10
H -5.721 2.601 2.687 0.11
C 0.557 -0.358 0.589 -0.24
H 0.500 0.035 -1.471 0.08
C -2.104 3.144 -3.279 -0.28
H 3.491 -1.312 -3.714 0.12
H -2.657 4.988 -4.058 0.09
C -2.744 1.939 1.215 -0.09
N -1.299 2.414 -2.930 0.14
H -3.807 4.307 -2.895 0.08
C 0.572 -5.125 0.743 -0.29
H -1.767 -0.954 4.894 0.08
N 0.076 -0.802 1.537 0.18
H -2.437 1.551 -0.846 0.09
C -5.408 2.365 0.584 -0.02
C -5.008 2.412 1.899 -0.08
C -4.479 2.110 -0.391 -0.29
C -4.492 -3.571 -0.253 -0.02
N -1.991 -3.973 5.592 0.14
C 2.536 1.828 2.404 -0.02
C -3.490 -1.558 0.633 -0.09
C -4.293 -2.195 -0.298 -0.08
C -2.850 -2.310 1.604 -0.09
C -1.007 -1.728 4.786 -0.07
H 4.481 1.299 1.718 0.10
H 1.715 -5.330 -0.969 0.07
C 3.645 -0.267 -3.462 -0.02
H 5.008 -1.377 0.786 0.07
H -5.012 -4.086 -1.048 0.12
C 5.094 -2.074 -0.041 -0.06
C 1.212 0.107 -0.647 -0.04
H 0.406 3.980 0.827 0.12
C 2.679 0.711 -3.782 -0.08
C -3.148 1.915 -0.116 -0.04
H 0.009 -4.907 -1.237 0.08
H -2.387 -1.797 2.430 0.06
F 0.336 2.469 2.956 0.05
H 1.684 0.404 -4.075 0.10
H -3.379 2.259 3.264 0.10
H -3.270 -0.498 0.597 0.07
H 1.132 -3.669 -0.713 0.05
C 3.585 2.795 0.460 -0.09
C 4.444 -3.374 0.160 -0.24
H 2.463 1.131 3.230 0.12
H -0.783 -1.864 3.729 0.03
N 3.958 -4.418 0.265 0.15
```

As for the total energy: -1989.76201 Ha. The HOMO energy comes out at -8.755 eV. Its SMILES is Fc1ccccc1.Fc1ccccc1.Fc1ccccc1.Fc1ccccc1.CC#N.CC#N.CC#N.CC#N.CC#N. The value obtained for the energy above the lowest of the compared OMol25 structures with the same formula, charge and spin is 22.0 kcal per mole. For the largest force on an atom, the calculation gives 4.659 eV/Å.


Formula: C34H35N12O2S4Tl
Source: the Open Molecules 2025 dataset
Level of theory: ωB97M-V/def2-TZVPD

The geometry in XYZ format:
```
88
Properties=species:S:1:pos:R:3:lowdin_charge:R:1
C -4.462 -0.004 -3.088 -0.28
H -3.742 -1.912 -3.182 0.13
H 4.283 -2.645 2.131 0.11
H 2.695 -4.329 -2.986 0.11
H -0.754 -3.296 1.301 0.10
N 3.059 -1.878 -2.786 0.15
C 3.737 -2.829 -2.172 -0.49
C -3.427 1.259 4.833 -0.05
O 1.771 -4.407 -0.343 -0.04
S -2.779 0.094 -0.482 0.71
H -4.863 -2.865 2.423 0.10
N 1.088 4.045 2.633 0.04
C -3.379 2.651 2.881 -0.03
C -1.572 -2.716 1.712 -0.16
C 4.126 4.582 -2.340 -0.22
H 3.076 -1.697 0.245 0.03
O 0.711 -2.490 -0.639 -0.16
H -3.025 -4.283 1.476 0.09
C -2.931 1.519 3.559 -0.19
C -4.794 3.230 4.728 -0.12
C 0.837 2.694 2.563 -0.96
Tl 0.446 0.106 0.328 0.60
H 1.229 -2.250 2.433 0.08
H 3.031 -0.912 -2.260 -0.02
C -4.303 3.497 3.460 -0.09
N 7.640 4.364 -2.657 0.11
N 3.582 -4.133 -2.545 0.18
H -7.017 2.712 -4.091 0.09
C 5.224 3.693 -2.208 -0.23
C 4.334 5.955 -2.517 -0.22
C -5.721 -0.359 -3.568 -0.04
H -4.337 -0.566 3.148 0.10
H -1.807 -2.677 -2.466 0.10
H -3.137 1.624 -2.653 0.09
H 0.294 4.630 2.422 0.08
N -1.882 -2.105 -1.638 0.11
C 2.559 2.728 -2.033 -0.79
C 2.833 4.084 -2.272 -0.09
H 2.220 -2.144 -3.278 0.11
H -4.766 3.350 -3.297 0.10
C 4.492 -4.140 0.581 -0.20
H 5.995 -4.058 -0.961 0.11
N 1.771 -1.677 1.798 -0.01
H -2.998 2.834 1.889 0.11
C 1.595 -3.199 -0.111 -0.66
H 3.797 -4.783 0.043 0.07
C -3.854 -2.478 2.334 -0.09
S 0.965 2.172 -2.244 0.42
H 4.673 -1.459 -1.114 0.02
N 4.479 7.094 -2.625 0.13
H -3.085 0.384 5.370 0.12
C -3.563 -1.196 2.736 -0.04
C 3.640 -3.308 1.542 -0.14
C 6.538 4.090 -2.444 -0.24
C -1.916 0.654 2.917 -0.25
C -6.634 0.613 -3.928 -0.12
H -4.728 1.907 6.406 0.09
C 5.381 -3.346 -0.392 -0.17
N -0.737 1.085 2.571 -0.03
C -4.118 1.345 -2.999 -0.05
H 1.994 4.755 -2.414 0.10
H 3.145 -3.999 2.233 0.11
N -1.276 -1.483 2.075 0.07
H -5.985 -1.406 -3.645 0.10
C -2.838 -3.271 1.807 -0.08
N 4.701 -2.472 -1.325 0.05
S 3.464 0.339 -0.936 0.61
S 2.172 1.669 2.416 0.51
H 1.961 4.334 2.223 0.06
H -7.614 0.321 -4.283 0.09
H 2.328 -1.008 2.320 0.02
H -5.518 3.895 5.180 0.09
H 3.807 -4.814 -1.835 0.08
C -2.249 -0.707 2.585 -0.28
C 2.568 -2.443 0.859 -0.34
C -4.349 2.111 5.413 -0.11
H 6.054 -2.706 0.182 0.12
C 3.667 1.902 -1.673 -0.66
H 5.782 1.695 -1.655 0.10
N -3.559 -1.010 -2.760 0.03
C -6.299 1.951 -3.820 -0.12
C 4.955 2.370 -1.835 -0.08
N -0.426 2.366 2.759 -0.03
H -4.649 4.367 2.919 0.10
H -1.041 -2.107 -1.050 0.03
C -2.693 -1.031 -1.683 -0.84
H 5.162 -4.776 1.170 0.11
C -5.038 2.307 -3.364 -0.08
```

As for the total energy: -3889.58196 Ha. The HOMO energy comes out at -1.192 eV. The value obtained for the energy above the lowest of the compared OMol25 structures with the same formula, charge and spin is 46.0 kcal per mole. For the largest force on an atom, the calculation gives 1.468 eV/Å. Its total charge is -2.


Formula: C34H35N2O5RuS
Source: the Open Molecules 2025 dataset
Level of theory: ωB97M-V/def2-TZVPD

The geometry in XYZ format:
```
78
Properties=species:S:1:pos:R:3:mulliken_spin:R:1
C 3.273 -0.448 2.313 0.07
H 2.833 1.317 3.455 0.00
H -2.680 -1.925 3.513 0.00
H 3.011 -1.124 3.116 0.01
O 2.084 0.387 -1.802 0.15
H -6.837 -4.116 3.404 0.02
H -1.242 -1.673 -2.393 0.00
C 3.699 -0.933 1.089 -0.02
H -3.364 0.414 1.846 0.01
H 4.312 -0.463 -0.907 0.00
H -5.820 1.020 -2.816 0.02
C -6.300 -5.068 5.304 0.62
C -2.539 0.340 -0.823 0.13
H -4.505 1.760 1.611 0.00
H -2.339 -5.067 0.646 0.00
S -5.000 -6.120 4.672 0.02
H -2.746 1.994 1.453 0.01
O 1.231 -2.052 -0.806 0.40
H 1.975 -1.775 -3.223 -0.01
C 3.849 1.308 0.202 -0.05
H -0.876 2.678 0.194 0.01
H -3.907 -0.095 -3.914 0.00
Ru 0.322 -0.610 -0.589 1.69
H 3.246 3.598 3.609 0.00
C -3.575 1.310 1.260 -0.01
O -6.139 -4.367 6.358 0.27
C 4.002 -0.068 0.050 0.07
C 4.826 -0.646 -4.702 -0.08
C -7.306 -4.645 4.251 -0.04
H 4.086 3.186 -0.476 -0.01
H -0.773 3.975 -1.939 0.00
C -3.683 -3.755 4.013 -0.03
C 5.010 0.490 -3.933 0.10
H -5.661 1.671 -0.427 0.00
C 4.377 2.039 -2.135 0.71
H -7.853 -5.493 3.827 0.03
C -2.914 -2.937 3.202 0.02
H 1.712 3.169 2.816 0.00
H -1.781 -0.969 -3.922 0.01
H 2.487 4.736 2.473 0.00
O 0.300 1.686 -1.098 -0.03
O 3.381 3.167 1.579 0.00
H 5.537 -0.901 -5.479 0.00
C 2.964 0.036 -2.685 0.08
C 3.159 0.927 2.500 -0.03
H 0.966 4.224 -1.713 0.00
C 0.017 4.077 -1.193 0.00
C -2.403 -3.396 1.980 -0.01
N 4.116 2.230 -0.792 0.12
H -8.017 -3.960 4.716 0.00
H 0.856 2.938 0.436 0.01
C 3.438 1.792 1.460 0.07
C 4.122 0.849 -2.908 -0.23
N -1.436 0.180 -0.072 0.51
C 2.667 3.684 2.684 0.00
H -3.756 -6.516 2.074 0.00
H 3.769 -2.000 0.919 0.01
C -2.658 -0.058 -2.188 0.08
C 3.734 -1.470 -4.436 0.11
C -2.718 -4.700 1.592 0.02
C -4.815 1.205 -0.921 -0.11
C -3.507 -5.511 2.396 0.01
C 0.073 2.837 -0.320 -0.02
C -3.832 0.207 -2.874 -0.11
H -0.186 4.965 -0.588 0.00
H -0.636 -0.086 -2.919 -0.01
C 2.826 -1.143 -3.445 -0.06
C -3.664 0.964 -0.197 0.09
H 5.879 1.120 -4.100 0.00
C -1.517 -0.737 -2.889 0.05
C -0.873 -1.833 0.481 -0.07
H 1.207 1.613 -1.507 -0.01
C -4.908 0.836 -2.261 0.21
H -4.075 -3.394 4.957 0.00
C -1.582 -2.551 1.159 0.09
C -3.986 -5.061 3.625 0.11
H 3.591 -2.380 -5.009 0.01
H 4.791 2.919 -2.614 0.05
```

As for the total energy: -2295.13708 Ha. The HOMO energy (spin up / spin down) comes out at 0.652 / -2.176 eV. The multiplicity is 6. The value obtained for the energy above the lowest of the compared OMol25 structures with the same formula, charge and spin is 62.0 kcal per mole. The expectation value of S² is 8.83. For the largest force on an atom, the calculation gives 0.749 eV/Å. Its total charge is -2.


Q: Which of these has the highest total energy?
A: C34H35F4N5


Q: The highest total energy belongs to which entry?
A: C34H35F4N5


Q: Among the records above, which one has the highest energy above the lowest of the compared OMol25 structures with the same formula, charge and spin?
A: C34H35N2O5RuS